1.
C7H28CrN14O7 | ωB97M-V/def2-TZVPD

Properties
multiplicity	4
charge	+3
LUMO (alpha / beta)	-9.5 / -8.3	eV

Last column: Löwdin charge in e.
Cartesian coordinates (Å):
Cr1 -0.047 -0.110 0.066  1.182
C1 -2.682 0.703 -1.518  -0.571
O1 -1.710 0.148 -0.980  -0.072
N1 -2.874 0.638 -2.854  0.206
N2 -3.589 1.399 -0.815  0.232
H1 -2.386 -0.019 -3.438  0.127
H2 -3.703 1.028 -3.276  0.132
H3 -4.345 1.862 -1.291  0.134
H4 -3.497 1.480 0.181  0.124
C2 1.081 -1.403 -2.701  -0.578
O2 0.712 -0.906 -1.625  -0.088
N3 0.640 -2.632 -3.095  0.209
N4 2.016 -0.807 -3.467  0.218
H5 -0.225 -2.948 -2.690  0.126
H6 0.870 -2.911 -4.037  0.125
H7 2.294 0.144 -3.291  0.120
H8 2.185 -1.181 -4.388  0.129
C3 3.138 0.337 0.433  -0.572
O3 1.924 0.076 0.488  -0.076
N5 3.996 -0.505 -0.178  0.221
N6 3.673 1.409 1.049  0.218
H9 4.989 -0.344 -0.165  0.131
H10 3.637 -1.298 -0.675  0.117
H11 4.665 1.551 0.937  0.129
H12 3.125 2.188 1.368  0.116
C4 0.729 2.508 -2.004  -0.584
O4 0.516 1.707 -1.087  -0.042
N7 1.574 3.557 -1.852  0.201
N8 0.235 2.318 -3.267  0.201
H13 1.899 3.728 -0.915  0.116
H14 1.515 4.377 -2.435  0.126
H15 -0.514 1.652 -3.328  0.087
H16 0.322 3.100 -3.896  0.122
C5 0.402 -3.129 1.150  -0.555
O5 0.051 -2.068 0.585  -0.084
N9 -0.215 -3.594 2.248  0.232
N10 1.339 -3.922 0.590  0.217
H17 0.009 -4.512 2.597  0.135
H18 -1.015 -3.115 2.621  0.102
H19 1.787 -3.674 -0.273  0.115
H20 1.703 -4.718 1.091  0.131
C6 -0.094 2.034 2.462  -0.583
O6 -0.247 1.547 1.328  -0.087
N11 -0.989 2.952 2.908  0.213
N12 0.965 1.761 3.257  0.214
H21 -1.723 3.077 2.234  0.121
H22 -0.953 3.452 3.779  0.130
H23 1.530 0.954 3.058  0.113
H24 1.102 2.301 4.094  0.129
C7 -2.560 -1.081 2.372  -0.627
O7 -1.676 -0.511 1.720  -0.054
N13 -2.685 -0.913 3.721  0.192
N14 -3.406 -1.978 1.810  0.200
H25 -3.598 -1.137 4.095  0.120
H26 -2.275 -0.096 4.144  0.115
H27 -4.235 -2.252 2.316  0.123
H28 -3.380 -2.227 0.838  0.122

2.
C6H15N3 | ωB97M-V/def2-TZVPD

Properties
LUMO (alpha / beta)	0.4 / -0.3	eV

Last column: Löwdin charge in e.
Cartesian coordinates (Å):
C1 0.384 1.363 -0.434  -0.139
C2 -0.530 -1.876 -0.966  -0.102
C3 1.383 0.749 -1.357  -0.107
C4 -0.700 2.190 -1.041  -0.121
N1 -0.896 -0.639 -0.290  -0.094
H1 -1.783 -0.242 -0.577  0.117
H2 0.780 1.808 0.465  0.092
H3 0.529 -2.069 -0.793  0.070
H4 -0.713 -1.782 -2.037  0.079
H5 -1.097 -2.736 -0.592  0.076
H6 2.018 1.554 -1.754  0.091
H7 -1.180 1.680 -1.879  0.075
H8 0.924 0.256 -2.214  0.072
H9 2.038 0.053 -0.837  0.066
H10 -1.427 2.522 -0.302  0.066
H11 -0.266 3.115 -1.444  0.085
C5 -0.766 -0.560 1.157  -0.569
C6 1.198 -1.404 2.339  -0.075
N2 0.799 -0.691 1.378  0.022
N3 -1.251 0.681 1.524  0.023
H12 -0.945 0.909 2.468  0.016
H13 -1.274 -1.436 1.624  0.130
H14 2.259 -1.477 2.580  0.059
H15 0.515 -1.971 2.983  0.066

Values for calculated total energy, hartree, ordered as above
-2620.7842, -401.6935
Values for energy relative to the best compared isomer or geometry (same formula, charge and spin), eV, ordered as above
0.000, 5.273